14
Properties=species:S:1:pos:R:3 method="wB97M-V/def2-TZVPD" lumo_ev="-1.77 / -1.79" total_charge=0 total_energy_ha=-1872.71428 largest_force_ev_per_a=3.7 spin_multiplicity=2 homo_energy_ev="-6.32 / -8.13"
H 0.304 1.315 -0.283
C -0.947 1.258 -0.068
C -1.496 -0.172 -0.007
C -0.268 -0.756 0.612
H -1.301 1.884 0.767
H -1.258 1.757 -0.994
H -1.670 -0.556 -1.023
H -2.363 -0.226 0.665
H -0.194 -0.797 1.704
C 1.016 -0.974 -0.146
O 1.793 0.199 -0.175
Cu 4.070 0.138 -0.192
H 0.734 -1.263 -1.182
H 1.579 -1.808 0.321

16
Properties=species:S:1:pos:R:3 method="wB97M-V/def2-TZVPD" lumo_ev=1.05 total_charge=0 total_energy_ha=-511.57770 smiles=CN[C@H](C)C(F)(F)F largest_force_ev_per_a=1.3 relative_energy_kcal_mol=0.00 homo_energy_ev=-9.41
C -1.139 0.732 1.606
N -0.298 -0.322 1.009
C -0.120 -0.272 -0.428
C 0.479 -1.593 -0.913
C 0.732 0.890 -0.907
F 0.170 2.091 -0.634
F 1.949 0.897 -0.309
F 0.949 0.858 -2.237
H -1.355 0.517 2.661
H -0.709 1.753 1.524
H -2.095 0.716 1.107
H 0.607 -0.348 1.442
H -1.111 -0.167 -0.871
H -0.171 -2.463 -0.611
H 1.496 -1.698 -0.419
H 0.616 -1.592 -2.022